{"formula": "C48H39AsN6PPtS4", "method": "ωB97M-V with the def2-TZVPD basis set", "elements": ["Pt", "C", "N", "C", "N", "C", "C", "C", "C", "C", "C", "C", "C", "C", "C", "C", "C", "C", "C", "P", "C", "N", "C", "C", "N", "C", "C", "C", "C", "C", "C", "C", "C", "C", "C", "C", "C", "C", "C", "N", "C", "C", "N", "C", "C", "C", "C", "C", "C", "C", "C", "C", "C", "C", "C", "C", "H", "H", "H", "H", "H", "H", "H", "H", "H", "H", "H", "H", "H", "H", "H", "H", "H", "H", "H", "H", "H", "H", "H", "H", "H", "H", "H", "H", "H", "H", "H", "H", "H", "H", "H", "H", "H", "H", "H", "S", "As", "S", "S", "S"], "positions_angstrom": [[-0.701103, -0.779565, -1.033989], [1.670083, 3.025124, 2.237650], [0.628551, 2.463305, 1.402669], [0.514409, 1.177116, 0.986261], [-0.551494, 1.042360, 0.214320], [-1.194811, 2.261189, 0.164561], [-0.431963, 3.167126, 0.869396], [-0.518057, 4.629556, 1.040525], [-0.392278, 5.454713, -0.075302], [-0.464528, 6.831835, 0.062870], [-0.654277, 7.397447, 1.316422], [-0.777338, 6.582191, 2.432759], [-0.712096, 5.203895, 2.294358], [-2.544707, 2.475625, -0.409726], [-3.317983, 3.558031, 0.025755], [-4.588992, 3.772818, -0.480998], [-5.118621, 2.906674, -1.428975], [-4.372529, 1.817844, -1.846936], [-3.101320, 1.597040, -1.335720], [1.566884, -0.194507, 1.617008], [2.505970, -0.634042, 0.137823], [2.165739, -1.502603, -0.777572], [3.051720, -1.343500, -1.806802], [3.961617, -0.362356, -1.488691], [3.606362, 0.095223, -0.234567], [4.334270, 1.060150, 0.555444], [5.118060, 0.177282, -2.218537], [6.109402, -0.684412, -2.685056], [7.190563, -0.190935, -3.396946], [7.301173, 1.170519, -3.645280], [6.318135, 2.035563, -3.186311], [5.230544, 1.540842, -2.482706], [2.937793, -2.098613, -3.063393], [2.527638, -3.424114, -3.040864], [2.404161, -4.133297, -4.227250], [2.696792, -3.526706, -5.437662], [3.084535, -2.192226, -5.466901], [3.195697, -1.478560, -4.286269], [0.208227, -1.399221, 1.754094], [-0.687140, -1.745400, 0.842378], [-1.728076, -2.347202, 1.495911], [-1.435082, -2.402266, 2.835705], [-0.202028, -1.806246, 2.988897], [0.537730, -1.685791, 4.230626], [-2.250390, -2.913167, 3.946387], [-2.531020, -2.121324, 5.059128], [-3.333191, -2.603250, 6.081175], [-3.876613, -3.877356, 5.994386], [-3.615341, -4.665925, 4.882804], [-2.802649, -4.189836, 3.865523], [-2.988903, -2.722799, 0.823405], [-3.990415, -1.761365, 0.710520], [-5.169874, -2.060225, 0.051032], [-5.349439, -3.322355, -0.501019], [-4.354272, -4.279704, -0.389000], [-3.172054, -3.984245, 0.275356], [2.528306, 2.360911, 2.233681], [1.324365, 3.150496, 3.264469], [1.963009, 3.996389, 1.842841], [-0.259139, 5.001718, -1.049743], [-0.375126, 7.463046, -0.811694], [-0.712440, 8.473177, 1.422232], [-0.935771, 7.018698, 3.410614], [-0.834452, 4.564134, 3.160252], [-2.949406, 4.233245, 0.782490], [-5.167379, 4.617343, -0.126563], [-6.107116, 3.080853, -1.836122], [-4.749267, 1.131565, -2.595097], [-2.535462, 0.748395, -1.690086], [5.398946, 0.969632, 0.346861], [4.166413, 0.854806, 1.612443], [4.024731, 2.083403, 0.331016], [6.009404, -1.746685, -2.502117], [7.946879, -0.873108, -3.763793], [8.144478, 1.554318, -4.205116], [6.386224, 3.095914, -3.394132], [4.440236, 2.210041, -2.164477], [2.243105, -3.882246, -2.104560], [2.031449, -5.148428, -4.196518], [2.576191, -4.075730, -6.363362], [3.261841, -1.697376, -6.413598], [3.441524, -0.424523, -4.315168], [0.128777, -2.396627, 4.943689], [0.455804, -0.678888, 4.642432], [1.586245, -1.915803, 4.055396], [-2.138724, -1.112772, 5.111064], [-3.549317, -1.976386, 6.936898], [-4.511155, -4.251729, 6.787574], [-4.045508, -5.655715, 4.803110], [-2.601759, -4.797673, 2.993453], [-3.822137, -0.766227, 1.105952], [-5.932847, -1.300379, -0.061077], [-6.257246, -3.548751, -1.046235], [-4.471779, -5.247428, -0.858594], [-2.364442, -4.701879, 0.299908], [-2.518427, -1.260702, -5.367371], [-0.690521, -1.616861, -4.360960], [-0.406277, 0.256811, -3.018692], [-1.469590, -2.501751, -2.279914], [-0.590109, -4.297584, -1.810063]], "atomic_forces_ev_per_a": [[-0.40, -0.13, 0.49], [0.01, 0.01, 0.03], [-0.12, -0.02, -0.09], [0.01, -0.09, -0.08], [0.24, -0.07, -0.09], [0.02, -0.05, -0.03], [0.07, 0.02, 0.13], [-0.05, -0.04, -0.05], [-0.06, -0.02, 0.01], [0.00, 0.00, 0.00], [0.00, 0.03, -0.01], [0.00, 0.00, 0.00], [0.01, 0.01, -0.01], [0.04, -0.01, 0.02], [-0.06, -0.04, 0.00], [0.01, -0.02, 0.00], [-0.05, 0.02, -0.01], [0.07, -0.02, -0.02], [-0.01, 0.06, -0.06], [-0.16, 0.13, 0.07], [-0.13, -0.07, -0.11], [0.13, -0.08, 0.03], [0.01, -0.03, -0.01], [-0.01, 0.18, 0.12], [-0.05, -0.15, -0.14], [0.02, 0.04, 0.03], [-0.01, -0.07, -0.03], [-0.01, -0.01, -0.02], [0.01, 0.00, -0.01], [0.01, 0.01, 0.00], [0.00, 0.01, -0.01], [0.00, 0.02, 0.01], [0.05, 0.06, -0.01], [-0.04, -0.06, -0.04], [-0.01, 0.01, 0.03], [0.00, 0.02, -0.02], [-0.01, -0.03, 0.01], [0.01, -0.02, -0.01], [0.29, -0.18, -0.08], [-0.29, 0.54, 0.32], [0.16, -0.21, -0.04], [0.06, 0.01, -0.01], [-0.19, -0.03, -0.06], [0.05, -0.03, -0.01], [0.02, -0.03, -0.06], [0.00, -0.01, 0.01], [-0.01, -0.01, 0.00], [-0.02, -0.02, 0.02], [0.02, 0.02, -0.01], [-0.03, 0.01, 0.02], [-0.01, 0.06, 0.02], [0.04, 0.01, -0.04], [-0.02, -0.02, -0.03], [-0.03, 0.02, -0.02], [0.04, 0.01, 0.00], [-0.08, -0.02, 0.05], [-0.02, 0.00, 0.03], [0.02, 0.01, 0.00], [0.02, -0.01, 0.01], [0.01, 0.00, 0.00], [0.00, 0.01, 0.01], [0.00, 0.00, 0.00], [0.00, 0.01, 0.00], [0.00, 0.00, 0.00], [0.08, 0.04, 0.05], [0.00, 0.00, 0.00], [-0.01, 0.00, 0.01], [-0.03, 0.00, 0.02], [0.00, 0.02, -0.01], [-0.01, 0.01, 0.00], [0.01, 0.01, -0.01], [0.00, 0.00, 0.02], [0.00, 0.00, 0.01], [0.00, 0.00, 0.00], [0.00, 0.00, 0.00], [0.00, 0.00, 0.00], [0.00, 0.00, 0.00], [-0.01, 0.01, 0.04], [0.01, -0.01, -0.01], [0.00, 0.00, 0.00], [0.00, 0.00, 0.00], [0.01, 0.01, 0.01], [0.03, 0.00, 0.01], [0.02, -0.02, 0.01], [-0.01, 0.02, 0.02], [0.00, 0.00, 0.00], [0.00, 0.00, 0.01], [0.00, 0.00, 0.00], [0.00, 0.00, 0.01], [0.01, 0.00, 0.00], [0.00, 0.01, 0.01], [0.00, 0.00, 0.01], [-0.01, 0.00, 0.00], [-0.01, -0.01, 0.01], [0.01, -0.01, -0.01], [0.17, -0.05, -0.02], [-0.18, 0.21, 0.11], [0.11, 0.16, -0.52], [0.23, -0.34, 0.05], [-0.01, 0.18, -0.07]], "energy_ha": -6470.4697, "largest_force_ev_per_a": 0.69, "total_charge": -1, "relative_energy_kj_mol": 0.0, "homo_lumo_gap_ev": 4.63, "e_homo_ev": -3.0}